# 1
{
  "formula": "C17H23Cl3OOs",
  "method": "ωB97M-V with the def2-TZVPD basis set",
  "species": ["C", "C", "C", "C", "C", "C", "C", "C", "C", "C", "Os", "Cl", "Cl", "Cl", "H", "H", "H", "H", "H", "H", "H", "H", "H", "H", "H", "H", "H", "H", "H", "O", "H", "C", "C", "C", "C", "C", "C", "C", "H", "H", "H", "H", "H", "H", "H"],
  "coordinates": [[-0.80259, 0.68499, -2.55243], [-1.65517, -0.46884, -2.41386], [-0.81045, -1.62096, -2.21244], [-3.14738, -0.50098, -2.59426], [0.56314, -1.17590, -2.22482], [0.56859, 0.24742, -2.44112], [1.80287, 1.09130, -2.52913], [-1.27263, 2.07425, -2.85918], [-1.29892, -3.04176, -2.14125], [1.79079, -2.03023, -2.07566], [-0.50587, -0.20264, -0.70531], [-2.54198, -0.11320, 0.53329], [0.02651, 2.00813, 0.05687], [0.25541, -2.08322, 0.76613], [-3.57902, 0.45297, -2.28861], [-3.58935, -1.28903, -1.98380], [-3.39636, -0.68393, -3.64558], [-2.16521, -3.10487, -1.47620], [-0.51356, -3.69284, -1.75370], [-1.59820, -3.39305, -3.13860], [1.63133, -2.77795, -1.29581], [2.63166, -1.40043, -1.77565], [2.03059, -2.52498, -3.02487], [2.60970, 0.61871, -1.96720], [1.63956, 2.07617, -2.08599], [2.10986, 1.19604, -3.57518], [-2.12509, 2.33036, -2.22664], [-1.57034, 2.14158, -3.91091], [-0.46779, 2.77892, -2.65549], [2.55278, 3.68935, -0.24627], [3.34420, 3.99348, 0.26491], [1.00341, -0.02617, 2.05781], [0.82867, 0.14336, 3.44742], [0.69436, -0.94588, 4.34972], [0.28650, -0.71072, 5.66555], [0.06115, 0.59975, 6.12329], [0.26077, 1.68885, 5.25569], [0.66076, 1.46676, 3.95130], [1.99293, 0.03721, 1.59255], [0.10839, 0.21569, 1.45744], [0.87449, -1.95388, 3.96174], [0.12126, -1.55500, 6.33732], [-0.27762, 0.77457, 7.14736], [0.07108, 2.70689, 5.59978], [0.79679, 2.27968, 3.23180]],
  "forces_ev_per_a": [[-1.5, -0.3, -2.3], [-1.0, 0.0, -3.9], [-0.4, -0.8, -0.9], [0.4, 0.1, 0.0], [0.7, -1.0, -1.8], [0.6, -0.2, -0.5], [-0.3, 0.1, 0.1], [0.1, -0.2, 0.1], [0.0, 0.3, 0.1], [-0.3, 0.1, -0.1], [2.4, 3.0, 7.1], [-1.1, -0.2, 0.6], [-0.5, -0.1, -0.3], [-0.3, -2.1, 0.0], [-0.1, -0.1, 0.0], [0.0, 0.1, 0.0], [-0.1, 0.0, 0.0], [0.1, -0.1, 0.0], [-0.1, 0.0, 0.0], [0.0, 0.0, 0.1], [0.1, 0.1, -0.1], [0.0, -0.2, 0.0], [0.1, 0.0, 0.0], [0.0, 0.2, -0.1], [0.2, 0.0, 0.1], [0.0, 0.0, 0.0], [0.1, 0.1, 0.0], [0.0, 0.0, 0.0], [-0.1, 0.1, 0.0], [1.1, 0.5, 0.4], [-0.9, -0.3, -0.6], [0.5, 0.6, -1.4], [-0.3, 0.3, 2.6], [0.0, 0.8, -0.3], [0.1, 0.4, 0.0], [0.1, -0.2, -0.3], [-0.1, -0.4, 0.4], [-0.1, -0.6, -0.5], [-0.6, 0.0, 0.0], [1.2, 0.1, 1.1], [-0.2, 0.3, 0.2], [0.1, 0.2, -0.1], [0.1, -0.1, -0.3], [0.1, -0.2, 0.0], [-0.1, -0.2, 0.3]],
  "lowdin_charge": [-0.420, -0.448, -0.413, -0.092, -0.407, -0.382, -0.052, -0.071, -0.060, -0.081, 0.974, -0.140, 0.153, 0.045, 0.059, 0.052, 0.070, 0.074, 0.057, 0.075, 0.014, 0.068, 0.072, 0.072, 0.028, 0.081, 0.072, 0.077, 0.062, -0.693, -0.220, -0.250, -0.295, -0.047, -0.127, -0.139, -0.118, -0.034, 0.072, -0.142, 0.095, 0.081, 0.076, 0.088, 0.113],
  "spin_multiplicity": 5,
  "e_above_lowest_kj_mol": 0.0,
  "gap_ev": [3.35, 4.46],
  "s2": 6.018,
  "total_charge": -2,
  "e_tot_ha": -2207.9048
}

# 2
{
  "formula": "C17H23CrF5NO3P2",
  "method": "ωB97M-V with the def2-TZVPD basis set",
  "species": ["Cr", "P", "C", "C", "N", "C", "C", "C", "C", "C", "P", "H", "H", "H", "H", "H", "H", "H", "H", "O", "H", "H", "O", "H", "C", "H", "H", "H", "C", "H", "H", "H", "C", "H", "H", "H", "C", "H", "H", "H", "F", "C", "C", "F", "C", "F", "C", "O", "C", "F", "C", "F"],
  "coordinates": [[0.00887, 0.20804, -0.07464], [2.13990, -0.87425, 0.01247], [2.37217, -1.24628, -1.74181], [1.05791, -1.62324, -2.40892], [-0.07265, -1.09065, -1.89134], [-1.25050, -1.38576, -2.48410], [-1.34216, -2.29091, -3.52979], [-0.18401, -2.82864, -4.06487], [1.02927, -2.47516, -3.50006], [-2.50150, -0.73813, -1.92345], [-2.12590, 0.72720, -0.92311], [1.97498, -2.84983, -3.89690], [-2.32949, -2.58656, -3.89577], [-0.22613, -3.51634, -4.90749], [-3.18695, -0.41798, -2.73047], [-3.01016, -1.43898, -1.23960], [2.74776, -0.28675, -2.16869], [3.11363, -2.06078, -1.83359], [1.10998, 3.97987, -2.11786], [1.37919, 3.10804, -2.47780], [2.24149, 3.22585, -2.93465], [-0.33643, 4.53695, 0.05560], [-0.53389, 4.34846, -0.88756], [-1.03449, 5.12455, -1.19496], [-2.26021, 2.05466, -2.10821], [-3.25713, 2.03447, -2.56067], [-2.00009, 3.01384, -1.64518], [-1.50307, 1.84158, -2.86499], [-3.36109, 0.83635, 0.37545], [-3.11476, 1.72590, 0.97413], [-4.38377, 0.89602, -0.00748], [-3.24292, -0.05294, 1.01365], [2.08905, -2.48664, 0.79434], [3.03049, -3.02695, 0.65147], [1.89246, -2.32853, 1.85996], [1.26166, -3.04756, 0.35855], [3.58846, -0.03730, 0.65630], [3.34395, 0.27871, 1.67988], [4.47797, -0.67994, 0.66065], [3.75111, 0.84991, 0.03185], [-0.48995, -0.69116, 6.83388], [-0.44617, -0.21518, 5.57390], [-0.06087, 1.10674, 5.33028], [0.22884, 1.92278, 6.36622], [0.04104, 1.57277, 4.03424], [0.47515, 2.82857, 3.81398], [-0.24566, 0.74718, 2.90963], [-0.04748, 1.17158, 1.69952], [-0.73978, -0.55487, 3.20721], [-1.16883, -1.33573, 2.15422], [-0.79331, -1.05399, 4.50048], [-1.16100, -2.33697, 4.72541]],
  "forces_ev_per_a": [[0.1, 0.1, 0.7], [-0.4, 0.1, 0.5], [0.4, 0.2, -0.5], [0.2, 0.1, 0.4], [0.1, 0.3, -0.2], [-0.2, 0.1, 0.4], [-0.3, -0.1, -0.2], [-0.1, -0.1, 0.0], [0.5, 0.0, -0.1], [-0.3, -0.2, 0.0], [0.3, 0.2, 0.5], [-0.4, 0.1, 0.1], [0.4, 0.3, 0.0], [0.0, 0.1, 0.2], [0.2, -0.5, 0.3], [0.0, 0.1, -0.4], [0.0, -0.8, -0.1], [-0.2, 0.5, -0.4], [0.2, -0.8, -0.2], [0.8, 0.3, -0.3], [-1.0, 0.1, 0.5], [-0.1, -0.2, -0.8], [0.0, 0.8, 0.7], [0.3, -0.3, 0.2], [-0.2, 0.3, -0.1], [0.1, 0.3, 0.0], [-0.2, -0.3, -0.2], [0.0, 0.1, -0.1], [-0.3, 0.1, 0.1], [-0.2, -0.3, -0.1], [0.1, 0.0, 0.1], [-0.1, 0.3, -0.1], [0.1, -0.2, 0.3], [-0.2, 0.0, 0.1], [0.0, -0.2, -0.1], [0.0, -0.1, 0.1], [0.3, 0.1, -0.1], [0.2, 0.0, -0.3], [-0.2, 0.2, 0.0], [0.1, -0.1, 0.3], [0.0, 0.3, -0.6], [-0.2, -0.4, -0.1], [0.0, -0.1, 0.5], [-0.1, -0.6, -0.7], [0.0, -0.3, -0.7], [-0.2, -0.4, 0.1], [-0.2, -0.6, 1.1], [-0.1, -0.1, -1.6], [0.2, 0.5, -0.2], [0.5, 0.3, 0.4], [0.0, 0.1, 0.5], [0.1, 0.9, -0.1]],
  "lowdin_charge": [0.543, 0.801, -0.267, -0.299, 0.026, -0.292, -0.004, -0.015, -0.006, -0.259, 0.811, 0.131, 0.134, 0.128, 0.110, 0.114, 0.115, 0.110, 0.019, -0.101, 0.051, 0.084, -0.071, 0.073, -0.231, 0.064, 0.025, 0.060, -0.228, 0.065, 0.061, 0.053, -0.229, 0.064, 0.058, 0.056, -0.229, 0.063, 0.064, 0.057, 0.108, -0.132, -0.130, 0.116, -0.134, 0.100, -0.299, -0.216, -0.126, 0.029, -0.131, 0.105],
  "spin_multiplicity": 5,
  "e_above_lowest_kj_mol": 0.0,
  "gap_ev": [7.24, 7.21],
  "s2": 6.021,
  "total_charge": 1,
  "e_tot_ha": -3168.4072
}

# 3
{
  "formula": "C17H23N2O5RhSi",
  "method": "ωB97M-V with the def2-TZVPD basis set",
  "species": ["Rh", "O", "C", "O", "C", "C", "C", "C", "C", "O", "C", "C", "O", "O", "H", "H", "H", "H", "H", "H", "H", "H", "C", "C", "C", "C", "C", "C", "N", "N", "Si", "C", "C", "C", "H", "H", "H", "H", "H", "H", "H", "H", "H", "H", "H", "H", "H", "H", "H"],
  "coordinates": [[0.33563, -1.21080, 1.20857], [3.93116, -2.53132, 0.10029], [2.96727, -1.83185, -0.10622], [1.74836, -2.20193, 0.24297], [3.14062, -0.50842, -0.85033], [2.16771, -0.32848, -2.02021], [2.64183, 0.82155, -2.92151], [2.22417, 2.05909, -2.08495], [1.65750, 1.38003, -0.83333], [1.00394, 0.23244, -1.39169], [2.84614, 0.79162, -0.03942], [2.65408, 0.64400, 1.45429], [3.45069, 1.11836, 2.22727], [1.57194, 0.04610, 1.94391], [4.17185, -0.50471, -1.19547], [1.90947, -1.25227, -2.52887], [2.12226, 0.79760, -3.87822], [3.71277, 0.77500, -3.11560], [1.44681, 2.63347, -2.58748], [3.05278, 2.72831, -1.85839], [0.94789, 1.96496, -0.25190], [3.70083, 1.46076, -0.10865], [-0.19312, -0.03755, 4.64771], [-1.26936, 0.13352, 3.62676], [-2.45008, 0.83084, 3.85860], [-3.36205, 0.99330, 2.82448], [-3.12199, 0.48253, 1.55748], [-1.93550, -0.21994, 1.39358], [-1.07983, -0.38520, 2.41776], [-1.32098, -0.79856, 0.30823], [-1.89973, -0.81887, -1.36940], [-0.86133, -1.98498, -2.37775], [-1.95432, 0.89747, -2.09864], [-3.64058, -1.49957, -1.23439], [-0.59696, 0.05227, 5.65417], [0.57406, 0.72496, 4.50374], [0.29509, -1.00342, 4.53166], [-2.63893, 1.24657, 4.83779], [-4.27550, 1.54555, 3.00578], [-3.80853, 0.63599, 0.73938], [-0.14169, -1.43275, -2.97594], [-1.49988, -2.55026, -3.06074], [-0.31637, -2.69785, -1.75576], [-0.94246, 1.28995, -2.20029], [-2.53411, 1.58622, -1.47967], [-2.41578, 0.87600, -3.08891], [-3.66155, -2.42185, -0.65120], [-4.01192, -1.73118, -2.23587], [-4.34231, -0.79669, -0.78366]],
  "forces_ev_per_a": [[0.5, 0.1, 0.1], [0.0, 0.0, -0.1], [-0.1, 0.0, 0.0], [-0.2, 0.0, -0.1], [0.0, 0.0, 0.1], [-0.1, 0.0, 0.0], [0.0, 0.0, 0.0], [0.0, 0.0, 0.0], [0.0, 0.0, 0.0], [0.2, -0.1, 0.1], [0.0, 0.0, 0.0], [0.0, 0.0, 0.1], [0.0, 0.0, 0.0], [-0.2, 0.0, 0.1], [0.0, 0.0, 0.0], [0.0, 0.0, 0.0], [0.0, 0.0, 0.0], [0.0, 0.0, 0.0], [0.0, 0.0, 0.0], [0.0, 0.0, 0.0], [0.0, 0.0, 0.0], [0.0, 0.0, 0.0], [0.0, 0.0, 0.0], [0.0, 0.0, -0.1], [0.0, 0.0, 0.1], [0.0, 0.0, 0.0], [0.0, 0.0, 0.0], [0.0, 0.1, 0.0], [0.1, 0.1, 0.1], [0.1, -0.1, -0.1], [0.1, 0.1, 0.0], [-0.1, -0.1, 0.0], [0.0, 0.0, 0.0], [0.0, 0.0, 0.0], [0.0, 0.0, 0.0], [0.0, 0.0, 0.0], [0.0, 0.0, 0.0], [0.0, 0.0, 0.0], [0.0, 0.0, 0.0], [0.0, 0.0, 0.0], [0.0, 0.0, 0.0], [0.0, 0.0, 0.0], [0.0, 0.0, 0.0], [-0.1, 0.0, 0.0], [0.0, 0.0, 0.0], [0.0, 0.0, 0.0], [0.0, 0.0, 0.0], [0.0, 0.0, 0.0], [0.0, 0.0, 0.0]],
  "lowdin_charge": [1.289, 0.098, -0.568, -0.193, -0.098, -0.258, -0.081, -0.093, -0.249, -0.146, -0.097, -0.530, 0.113, -0.159, 0.154, 0.149, 0.114, 0.118, 0.111, 0.116, 0.164, 0.152, -0.016, -0.291, -0.027, -0.047, -0.007, -0.396, 0.001, -0.141, 0.447, -0.152, -0.152, -0.168, 0.083, 0.092, 0.084, 0.113, 0.113, 0.095, 0.018, 0.037, 0.037, 0.013, 0.030, 0.038, 0.040, 0.036, 0.015],
  "spin_multiplicity": 1,
  "gap_ev": 7.24,
  "total_charge": 0,
  "e_tot_ha": -1547.3962
}

# 4
{
  "formula": "C17H23N3O3",
  "method": "ωB97M-V with the def2-TZVPD basis set",
  "species": ["C", "C", "C", "C", "C", "C", "C", "C", "C", "C", "C", "C", "C", "C", "C", "C", "C", "H", "H", "H", "H", "H", "H", "H", "H", "H", "H", "H", "H", "H", "H", "H", "H", "H", "H", "H", "H", "H", "H", "H", "N", "N", "N", "O", "O", "O"],
  "coordinates": [[1.31628, -0.29278, 0.93963], [0.94098, 0.50528, 2.10831], [1.93458, 0.49421, -0.20525], [2.71738, -0.35420, -1.11787], [3.96300, -0.73239, -0.86164], [2.23117, -1.05709, -2.20678], [3.28249, -1.93141, -2.58738], [0.95931, -1.23111, -2.80657], [3.20586, -2.93346, -3.56744], [0.86250, -2.34830, -3.67690], [1.88155, -3.20007, -4.02467], [-1.25843, 1.47507, 1.08700], [-0.75834, 2.77002, 0.57627], [-2.69265, 1.51252, 1.64563], [-3.67717, 2.53781, 0.86320], [-3.36616, 0.08693, 1.64708], [-3.14523, -0.69925, 2.92568], [-0.65433, -1.03214, 0.86876], [0.42454, -1.51416, -0.48254], [1.88199, -1.18732, 1.21774], [0.94460, 0.61796, -0.63871], [2.28262, 1.53602, -0.00095], [4.53423, -0.23998, -0.12565], [5.26970, -1.98012, -1.94984], [0.03260, -0.74162, -2.57884], [4.08181, -3.51146, -3.94665], [-0.01382, -2.77583, -4.16218], [1.63123, -4.05144, -4.57285], [-0.39099, 1.63823, 3.17762], [-1.14779, 0.74403, 0.34243], [-2.51654, 1.91284, 2.63776], [-3.80699, 3.47197, 1.24300], [-3.39210, 2.72165, -0.21064], [-4.63418, 2.15166, 1.10904], [-2.97173, -0.52174, 0.88670], [-4.45927, 0.15233, 1.57003], [-3.75816, -0.19083, 3.65016], [-3.65361, -1.60481, 2.72794], [-2.15737, -0.79936, 3.23867], [-0.72690, 4.70003, 0.56050], [0.15344, -0.86342, 0.31525], [4.37743, -1.61379, -1.84022], [-0.30866, 1.10925, 2.24418], [1.68702, 0.48893, 3.08865], [0.02107, 2.81924, -0.31812], [-1.12697, 3.96212, 1.21045]],
  "forces_ev_per_a": [[-0.1, -1.6, -0.9], [0.0, 0.3, 3.1], [-1.1, 1.6, -0.3], [-0.8, 1.6, 1.7], [1.1, 0.1, -1.1], [-1.5, -1.8, -1.5], [0.6, -0.5, -1.7], [0.6, -2.2, -1.1], [-1.2, -0.5, -0.4], [-0.9, 0.3, 0.3], [3.3, 1.5, 1.4], [-0.4, 0.7, 3.4], [0.0, 2.2, 0.5], [-0.9, 0.8, -1.3], [1.9, -2.7, -0.7], [0.6, 1.5, 1.5], [-2.0, 1.2, -0.6], [-0.2, -1.0, 0.4], [-1.1, 0.9, 1.9], [0.8, 0.9, 0.8], [0.6, 1.1, -1.1], [0.3, -1.1, 0.1], [1.1, -0.2, 0.6], [1.5, -0.8, -0.1], [0.1, 0.7, 0.3], [-0.8, 0.5, 0.7], [-0.8, 1.2, 0.6], [0.0, -1.1, -1.1], [0.1, -1.0, -2.2], [0.3, -0.6, -1.1], [-0.7, -0.1, 0.5], [0.8, 2.9, 1.6], [-0.7, -0.8, 0.8], [-1.2, -0.8, -1.0], [0.3, -0.5, -1.7], [0.4, 0.2, -0.5], [0.1, 0.1, 0.9], [-0.1, -1.5, 0.3], [1.6, -0.3, 0.5], [-1.1, -2.4, 2.2], [-0.4, -1.5, -2.4], [-1.1, 0.7, 1.1], [-0.2, 0.6, -0.1], [-0.4, 0.5, -0.7], [0.7, 0.2, -1.3], [1.0, 0.6, -2.3]],
  "lowdin_charge": [-0.308, -0.432, -0.090, -0.225, -0.028, -0.136, -0.211, -0.004, 0.009, -0.112, -0.110, -0.196, -0.480, -0.240, -0.023, -0.206, -0.096, 0.065, 0.118, 0.155, 0.087, 0.145, 0.127, 0.130, 0.099, 0.116, 0.098, 0.076, 0.189, 0.105, 0.126, 0.024, 0.108, 0.050, 0.084, 0.108, 0.076, 0.063, 0.049, 0.194, 0.025, 0.101, 0.145, 0.053, 0.126, 0.045],
  "spin_multiplicity": 1,
  "e_above_lowest_kj_mol": 468.0,
  "gap_ev": 8.54,
  "total_charge": 0,
  "e_tot_ha": -1051.4974
}